No. 1
Here is C24H43NO2P2Pm as an isolated structure at a distorted geometry from the OMol25 dataset. Energies are from the ωB97M-V functional and the def2-TZVPD basis.

Geometry as XYZ:
```
73
Properties=species:S:1:pos:R:3:mulliken_spin:R:1
Pm 0.380 0.077 -0.348 4.0210
C 0.662 0.471 2.308 -0.0041
C -0.747 0.446 2.040 -0.0158
C 0.079 -1.705 1.822 -0.0030
C 1.161 -0.862 2.176 -0.0065
C -1.102 -0.903 1.730 0.0123
C 1.490 1.653 2.670 -0.0003
H 0.969 2.597 2.467 -0.0008
H 2.427 1.665 2.095 -0.0001
H 1.781 1.668 3.732 -0.0003
C 2.548 -1.319 2.417 -0.0041
H 3.167 -0.505 2.808 -0.0002
H 3.015 -1.686 1.493 0.0003
H 2.588 -2.139 3.150 -0.0001
C 0.161 -3.175 1.642 -0.0016
H 0.615 -3.660 2.518 -0.0003
H 0.766 -3.445 0.768 0.0004
H -0.832 -3.606 1.507 -0.0002
C -2.449 -1.425 1.381 -0.0039
H -2.917 -1.970 2.219 0.0000
H -2.404 -2.136 0.540 -0.0018
H -3.143 -0.624 1.093 0.0003
C -1.683 1.606 2.049 0.0042
H -2.226 1.710 3.003 -0.0009
H -2.446 1.498 1.265 -0.0016
H -1.160 2.553 1.871 -0.0007
C 0.421 5.139 -4.189 -0.0001
C 0.142 5.948 -3.153 -0.0001
C -1.042 6.869 -3.089 0.0001
C -2.337 6.353 -3.747 0.0000
C -2.610 4.881 -3.626 0.0000
C -2.341 3.986 -4.591 0.0000
C -1.402 4.198 -5.743 0.0000
C -0.259 5.208 -5.517 -0.0001
H -0.810 7.842 -3.559 0.0000
H -2.351 6.637 -4.812 0.0000
H -1.235 7.089 -2.025 0.0000
H -0.619 6.235 -5.689 0.0000
H 1.291 4.488 -4.170 0.0001
H 0.875 6.090 -2.348 0.0000
H 0.509 4.997 -6.279 0.0000
H -0.975 3.213 -5.998 0.0000
H -2.876 3.025 -4.618 0.0001
H -1.946 4.535 -6.640 0.0000
H -3.168 6.885 -3.255 0.0000
H -3.156 4.589 -2.724 0.0000
P 0.530 2.579 -1.527 0.0118
P -1.799 0.032 -2.192 0.0062
C -0.373 2.359 -3.147 -0.0063
C -1.025 1.029 -3.562 -0.0012
H 0.298 2.686 -3.950 0.0004
H -1.142 3.135 -3.053 0.0020
H -1.833 1.217 -4.289 0.0001
H -0.280 0.385 -4.059 0.0004
C -2.060 -1.585 -2.991 -0.0017
H -2.678 -2.198 -2.322 0.0003
H -1.099 -2.089 -3.136 0.0002
H -2.569 -1.454 -3.959 -0.0002
C -3.486 0.684 -1.996 -0.0001
H -3.997 0.746 -2.966 -0.0002
H -3.448 1.673 -1.524 0.0006
H -4.027 -0.007 -1.335 0.0000
C 2.203 3.102 -2.026 -0.0012
H 2.753 3.401 -1.122 0.0002
H 2.223 3.928 -2.744 0.0003
H 2.714 2.231 -2.458 0.0003
C -0.260 3.978 -0.650 -0.0005
H -1.225 3.677 -0.219 0.0003
H -0.431 4.848 -1.297 -0.0003
H 0.395 4.275 0.179 0.0004
O 1.045 -1.907 -1.208 -0.0036
N 2.297 -1.641 -1.041 0.0056
O 2.531 -0.415 -0.709 -0.0061
```

Values from the calculation:
Largest force on an atom   3.74 eV/A
Frontier orbital gap (alpha / beta)   7.1 / 7.2 eV
Spin multiplicity   5
Charge   +1

No. 2
Here is C24H44AuBNP2 as an isolated structure at a distorted geometry from the OMol25 dataset. Energies are from the ωB97M-V functional and the def2-TZVPD basis.

Geometry as XYZ:
```
73
Properties=species:S:1:pos:R:3:mulliken_spin:R:1
Au 1.611 2.003 -0.585 -0.0092
C 0.755 -1.241 1.074 0.1156
C 1.976 -0.592 0.865 0.1519
C 0.415 0.944 1.728 0.1579
C -0.182 -0.299 1.641 0.2725
C 1.808 0.860 1.234 0.1541
C 0.517 -2.688 0.911 0.0109
H 1.021 -3.101 0.025 -0.0027
H -0.553 -2.900 0.810 0.0019
H 0.887 -3.254 1.783 -0.0007
C -1.556 -0.625 2.109 0.0121
H -1.705 -1.703 2.144 0.0013
H -2.298 -0.164 1.452 0.0105
H -1.713 -0.243 3.118 0.0068
C -0.257 2.175 2.171 0.0084
H -0.665 2.071 3.181 0.0117
H -1.094 2.407 1.507 0.0227
H 0.439 2.996 2.166 0.0037
C 2.946 1.387 2.074 0.0139
H 3.066 0.774 2.974 -0.0007
H 2.766 2.416 2.390 0.0017
H 3.891 1.372 1.528 -0.0008
C 3.252 -1.274 0.578 0.0257
H 3.615 -1.730 1.510 0.0256
H 4.008 -0.575 0.222 0.0055
H 3.120 -2.067 -0.157 0.0013
C -1.491 -1.267 -2.790 0.0187
C -0.638 -2.159 -2.269 -0.0092
C 0.821 -1.867 -2.313 0.0413
C 1.356 -1.381 -3.703 0.0077
C 1.685 0.120 -3.759 0.0459
C 0.811 1.130 -3.206 0.4368
C -0.621 1.018 -2.893 0.0555
C -1.303 -0.087 -3.692 -0.0094
H 1.450 -2.760 -1.966 -0.0003
H 0.720 -1.690 -4.549 -0.0118
H 1.047 -1.069 -1.551 0.0137
H -0.791 -0.297 -4.675 0.0127
H -2.567 -1.412 -2.571 0.0005
H -0.966 -2.943 -1.567 -0.0008
H -2.308 0.296 -3.954 -0.0028
H -0.750 0.821 -1.807 0.0305
H 1.300 2.068 -2.840 -0.1087
H -1.106 1.995 -3.032 0.0388
H 2.329 -1.881 -3.921 0.0076
H 2.749 0.300 -3.454 0.0176
P 1.056 0.689 -5.831 0.2753
C -0.388 0.605 -7.023 0.0416
C 2.380 0.034 -6.937 0.0432
P 2.442 3.265 -4.676 0.0161
C 1.291 2.500 -5.905 0.0071
C 4.033 2.913 -5.528 0.0038
C 2.137 5.005 -5.246 0.0062
H -1.140 1.356 -6.754 -0.0005
H -0.847 -0.396 -7.003 -0.0004
H -0.016 0.809 -8.037 0.0060
H 2.189 0.428 -7.951 0.0072
H 2.316 -1.069 -6.952 -0.0004
H 3.365 0.350 -6.568 -0.0013
H 2.271 5.109 -6.328 0.0002
H 2.832 5.678 -4.716 -0.0006
H 1.108 5.290 -4.978 -0.0003
H 0.278 2.915 -5.728 0.0019
H 1.588 2.721 -6.942 0.0020
H 4.789 3.612 -5.161 -0.0005
H 3.958 3.009 -6.616 -0.0002
H 4.364 1.898 -5.276 0.0002
B -4.243 2.324 1.298 0.0025
C -3.306 1.869 0.171 0.0005
N -2.606 1.537 -0.701 0.0037
H -4.035 3.520 1.561 -0.0003
H -4.137 1.648 2.341 0.0002
H -5.412 2.216 0.872 0.0005
```

Values from the calculation:
Largest force on an atom   2.75 eV/A
ΔE to the lowest compared entry with this formula, charge and spin   36.8 kcal per mole
Frontier orbital gap (alpha / beta)   5.6 / 4.8 eV
Spin multiplicity   3
Charge   +1

No. 3
Here is a 3-piece molecular cluster, C24H44ClFN2O4 overall at a distorted geometry from the OMol25 dataset. Energies are from the ωB97M-V functional and the def2-TZVPD basis.

Geometry as XYZ:
```
76
Properties=species:S:1:pos:R:3:mulliken_spin:R:1
O 2.571 -2.605 6.270 0.0000
C 2.419 -3.639 5.659 0.0000
O 2.885 -3.881 4.388 0.0000
C 1.924 -4.697 3.705 -0.0001
C 1.549 -4.143 2.337 0.0006
C 1.956 -2.696 2.111 0.0001
F 0.998 -2.088 1.302 0.0011
C 0.761 -4.851 4.697 0.0000
C 1.599 -4.875 5.978 0.0000
Cl 0.774 -4.922 7.501 0.0000
H 2.333 -5.694 3.554 0.0000
H 2.030 -4.749 1.582 0.0000
H 0.483 -4.231 2.171 -0.0003
H 2.007 -2.121 3.022 0.0000
H 2.890 -2.649 1.570 -0.0001
H 0.104 -5.687 4.540 0.0000
H 0.259 -3.886 4.677 0.0000
H 2.302 -5.688 5.831 0.0000
C -1.281 -0.317 -0.280 0.0705
C -2.328 -1.044 -1.154 -0.0498
C -3.024 -0.053 -2.092 0.0340
C -4.066 0.832 -1.410 -0.0221
C -5.048 -0.009 -0.597 0.0293
C -4.349 -0.927 0.403 0.0116
N -3.325 -1.753 -0.299 0.3719
O -3.871 -2.735 -0.926 0.5581
C -3.720 -0.093 1.532 0.0146
C -5.363 -1.846 1.070 -0.0034
C -1.569 -2.060 -1.997 -0.0079
H -1.204 -0.765 0.709 -0.0143
H -0.288 -0.388 -0.719 0.0006
H -1.494 0.747 -0.159 0.0007
H -3.516 -0.611 -2.895 0.0033
H -2.261 0.567 -2.569 0.0014
H -3.580 1.577 -0.774 0.0001
H -4.611 1.396 -2.170 0.0014
H -5.746 0.636 -0.060 0.0009
H -5.649 -0.615 -1.283 0.0052
H -3.151 -0.728 2.211 -0.0067
H -4.511 0.389 2.107 0.0005
H -3.066 0.700 1.182 0.0015
H -5.935 -2.420 0.344 0.0011
H -6.066 -1.246 1.647 0.0005
H -4.872 -2.546 1.746 -0.0027
H -1.101 -2.819 -1.369 -0.0034
H -0.787 -1.543 -2.551 0.0005
H -2.213 -2.559 -2.718 0.0030
C 2.753 5.257 -1.470 0.0204
C 3.023 4.194 -2.563 0.0094
C 1.812 4.062 -3.492 0.0350
C 0.639 3.288 -2.890 -0.0237
C 1.105 1.948 -2.323 0.0198
C 2.250 2.095 -1.326 0.0063
N 3.359 2.878 -1.942 0.3776
O 4.054 2.146 -2.740 0.5506
C 1.737 2.760 -0.037 0.0280
C 2.768 0.725 -0.910 -0.0124
C 4.215 4.683 -3.375 -0.0047
H 3.238 4.991 -0.531 -0.0126
H 3.155 6.224 -1.766 0.0013
H 1.691 5.406 -1.275 0.0007
H 2.125 3.556 -4.410 0.0046
H 1.488 5.063 -3.785 0.0001
H 0.145 3.883 -2.117 -0.0008
H -0.112 3.116 -3.663 0.0015
H 0.273 1.437 -1.838 0.0118
H 1.423 1.307 -3.151 -0.0011
H 2.559 2.943 0.657 -0.0128
H 1.028 2.093 0.454 0.0007
H 1.217 3.700 -0.201 0.0018
H 3.072 0.125 -1.765 0.0022
H 1.980 0.183 -0.386 0.0016
H 3.623 0.818 -0.240 -0.0062
H 5.114 4.736 -2.761 -0.0037
H 3.998 5.681 -3.754 0.0004
H 4.420 4.041 -4.229 0.0025
```

Values from the calculation:
Largest force on an atom   2.19 eV/A
Frontier orbital gap (alpha / beta)   8.8 / 9.8 eV
Spin multiplicity   3
Charge   0